Here is a cluster of 4 separate species, C44H60B2ClNO14 in total at a distorted geometry from OMol25. Energies are from ωB97M-V/def2-TZVPD.

E_tot ... -90612.3276 eV
Charge ... 0
Gap between HOMO and LUMO ... 5.7 eV

Each line ends with the Mulliken charge.
Geometry (Å):
C 4.0515 2.4637 -0.2466  -0.65
C 3.7773 4.0734 -0.5268  -0.01
O 2.2997 4.2869 -0.4690  -0.49
B 1.7240 4.2283 -1.8548  0.81
O 1.8563 5.2999 -2.8641  -0.54
C 0.9210 2.8174 -2.2792  0.51
O -0.5106 3.0740 -2.4374  -0.41
C -1.2932 1.8546 -2.7089  -0.60
C -0.8401 1.0031 -4.0257  -0.24
Cl 0.5071 -0.2301 -3.7941  0.01
C -0.5618 2.0964 -5.2607  -0.28
C -1.4330 1.6192 -6.6051  -0.99
C -1.5426 0.9196 -1.3425  0.89
C -2.7467 1.7572 -0.5325  -0.34
C -4.2394 1.1164 -0.7503  -0.33
C -4.9529 1.4820 -2.1815  -0.18
C -6.5821 1.2155 -2.1031  -0.67
O -6.8542 -0.1601 -1.5862  -0.21
C -7.4292 -1.0097 -2.6644  0.24
O -7.4625 -2.3705 -2.6078  -0.48
O -1.9408 -0.4569 -1.6359  -0.36
C -1.5574 -1.4211 -0.5995  -0.34
C -0.0872 -2.0495 -0.9459  0.46
C 0.5879 -2.9845 0.2080  -0.17
C 2.2439 -2.7739 0.3123  0.22
C 2.6774 -1.3593 1.0171  -0.75
C 2.9935 -3.0672 -1.1350  -0.33
C 2.9962 -4.6934 -1.4990  -0.29
C 3.5390 -4.9901 -3.0493  -0.73
C 3.1875 -4.0843 -4.2089  0.34
C 1.5495 -3.8626 -4.4431  -0.37
C 4.3344 -3.3369 -5.1555  -0.88
N -1.5079 -0.8963 0.8121  -0.14
C -2.7116 -0.9905 1.4627  0.73
O -3.9181 -0.7743 2.0538  -0.54
B -2.7084 -2.6391 -0.6920  0.67
C -2.6162 -4.0845 0.0784  -0.64
O -3.9105 -2.4364 -1.5760  -0.36
H 4.6890 2.3839 0.7318  0.35
H 3.0528 1.8615 -0.0987  -0.08
H 4.5928 2.0581 -1.2126  0.27
H 4.1989 4.4331 -1.5708  0.18
H 4.3102 4.7478 0.3012  0.08
H 2.8530 5.4706 -2.9365  0.29
H 1.4050 2.5088 -3.3233  -0.13
H 1.2139 2.0396 -1.4569  -0.33
H -2.3909 2.2561 -2.9653  -0.03
H -1.8044 0.3981 -4.3856  0.40
H 0.5757 2.1766 -5.5368  0.27
H -0.9966 3.1768 -4.9992  0.24
H -1.1067 2.2507 -7.5482  0.34
H -2.6072 1.6867 -6.4141  0.24
H -1.1297 0.5051 -6.7951  0.26
H -0.5705 1.0452 -0.7045  0.13
H -2.7884 2.8972 -0.8611  0.42
H -2.5016 1.7755 0.6275  -0.19
H -4.9388 1.5851 0.0958  0.45
H -4.3113 -0.0436 -0.6153  -0.04
H -4.6622 2.5359 -2.6202  0.25
H -4.5365 0.6881 -2.9695  0.10
H -7.0098 2.0579 -1.3743  0.30
H -7.0446 1.4036 -3.1670  0.33
H -7.8560 -0.5571 -3.6826  0.26
H -0.2168 -2.6740 -1.9525  0.10
H 0.6456 -1.1199 -1.1011  -0.39
H 0.4636 -4.1149 -0.1570  0.00
H 0.0914 -2.9371 1.2649  -0.29
H 2.6042 -3.6541 1.0325  0.30
H 1.9686 -1.1570 1.9258  0.03
H 2.6988 -0.5104 0.2102  0.10
H 3.7744 -1.4857 1.4698  0.35
H 2.5539 -2.4181 -2.0217  0.03
H 4.1408 -2.7950 -0.9670  0.31
H 1.9268 -5.1899 -1.3659  0.15
H 3.7423 -5.2979 -0.7911  0.36
H 4.1948 -5.9456 -3.3294  0.26
H 0.9598 -4.8184 -4.0445  0.20
H 1.2858 -3.6141 -5.5610  0.37
H 1.2582 -2.9844 -3.6890  -0.24
H 3.7984 -3.0361 -6.1744  0.27
H 5.2697 -4.0298 -5.3349  0.31
H 4.6237 -2.3390 -4.5839  0.19
H -3.7189 -4.3464 0.4451  0.25
H -2.2084 -4.9611 -0.5806  0.29
H -1.9146 -3.9277 1.0300  0.04
H -3.6007 -2.5180 -2.5306  0.26
O 3.1578 -2.4748 4.4386  -0.59
C 2.2773 -3.3166 4.5513  0.23
C 2.5988 -4.7303 4.8292  -0.43
C 1.6362 -5.6497 4.9500  -0.44
C 0.2106 -5.2912 4.8124  0.12
O -0.6699 -6.1329 4.9251  -0.58
C -0.1108 -3.8774 4.5345  -0.08
C 0.8517 -2.9581 4.4137  0.00
H 3.6490 -4.9773 4.9282  0.45
H 1.8548 -6.6909 5.1531  0.43
H -1.1611 -3.6305 4.4355  0.53
H 0.6331 -1.9168 4.2107  0.38
O -3.2345 3.4179 5.6167  -0.56
C -2.6928 2.3210 5.6124  0.04
C -2.1377 1.7349 6.8483  -0.53
C -1.5441 0.5374 6.8422  -0.43
C -1.4193 -0.2512 5.6003  -0.07
O -0.8776 -1.3481 5.5961  -0.38
C -1.9743 0.3350 4.3644  0.20
C -2.5679 1.5324 4.3705  -0.01
H -2.2378 2.3253 7.7512  0.40
H -1.1311 0.0934 7.7397  0.45
H -1.8742 -0.2555 3.4615  0.19
H -2.9809 1.9765 3.4730  0.56
O 0.9823 6.2490 5.5463  -0.56
C 1.7925 6.2548 4.6299  0.35
C 1.4013 5.8762 3.2577  -0.47
C 2.2878 5.8808 2.2575  -0.12
C 3.6954 6.2659 2.4810  0.40
O 4.5057 6.2717 1.5646  -0.64
C 4.0867 6.6445 3.8532  -0.39
C 3.2002 6.6400 4.8534  -0.43
H 0.3650 5.5969 3.1097  0.50
H 2.0175 5.6052 1.2454  0.46
H 5.1230 6.9238 4.0012  0.42
H 3.4705 6.9156 5.8655  0.40